Entry from the OMol25 dataset: an isolated molecule of C5H6ClN at a distorted geometry (ωB97M-V/def2-TZVPD).

Each line ends with the Mulliken charge.
Element x y z (Å)
C: 2.5992 -0.8833 -0.1580  0.007
C: 0.2392 -1.0181 -0.5868  -0.048
C: 1.2465 -0.3859 -0.0429  0.452
C: -1.1999 -0.5418 -0.4154  -1.167
C: 1.1317 1.0408 0.6949  -0.750
N: 3.7307 -1.1647 -0.3193  -0.435
Cl: 1.0922 2.5648 -0.3859  -0.191
H: 0.2588 -1.9286 -1.1090  0.452
H: -1.2736 0.1498 -1.2828  0.304
H: -1.2605 0.1105 0.4319  0.263
H: -1.9225 -1.2832 -0.5315  0.395
H: 0.1616 1.1210 1.2214  0.280
H: 1.9283 1.2482 1.2925  0.438

Values from the calculation:
* LUMO: 0.188 eV
* SMILES string: C/C=C(/C#N)CCl
* relative energy (zero: lowest compared OMol25 entry of this formula, charge and spin): 1.336 eV



Entry from the OMol25 dataset: a structure of composition C22H24BrF4N3OP2PdS at a distorted geometry (ωB97M-V/def2-TZVPD).

Each line ends with the Mulliken charge.
Element x y z (Å)
Pd: 1.5938 0.5213 -0.2742  -0.136
N: 4.1353 0.7166 -0.7202  -0.486
N: 4.5793 2.0401 -0.9088  -0.178
C: 3.7354 3.0452 -1.1383  0.787
N: 4.1466 4.2822 -1.2619  -0.333
S: 2.0224 2.7205 -1.2991  -0.084
H: 4.6501 0.3038 0.0652  0.307
H: 4.3282 0.1528 -1.5595  0.331
H: 5.5876 2.2171 -0.8884  0.267
H: 5.1246 4.5477 -1.1819  0.252
H: 3.5066 5.0414 -1.4705  0.223
F: -2.7779 0.7322 5.2507  -0.187
C: -2.3850 0.6892 4.0129  0.564
C: -3.3016 0.5134 2.9624  0.147
F: -4.5778 0.3667 3.1936  -0.204
C: -2.8297 0.4929 1.6454  0.680
F: -3.6911 0.3600 0.6428  -0.309
C: -1.4810 0.6282 1.3063  -0.282
P: -1.0011 0.5423 -0.4860  1.416
C: -1.8419 -0.9212 -1.2280  0.824
C: -3.1180 -0.8249 -1.7920  -0.190
C: -3.7352 -1.9726 -2.2829  -0.913
C: -3.0765 -3.1901 -2.2360  -0.585
C: -1.7898 -3.2812 -1.7292  -0.604
C: -1.1679 -2.1426 -1.2185  -0.366
C: -1.8193 1.9951 -1.2167  1.281
C: -2.0137 3.1682 -0.4821  -0.606
C: -2.6868 4.2284 -1.0813  -0.747
C: -3.0838 4.1766 -2.4093  -0.425
C: -2.8781 3.0157 -3.1503  -0.833
C: -2.2053 1.9531 -2.5625  -0.658
C: -0.5890 0.8040 2.3726  -0.033
Br: 1.2798 1.1312 2.1557  0.153
C: -1.0252 0.8243 3.6941  0.268
F: -0.1281 0.9711 4.6452  -0.298
H: -3.6818 0.0974 -1.7671  0.546
H: -4.7559 -1.9059 -2.6351  0.464
H: -3.5677 -4.0786 -2.6231  0.460
H: -1.2514 -4.2179 -1.7723  0.478
H: -0.1388 -2.1959 -0.8734  0.176
H: -1.6977 3.2393 0.5504  0.539
H: -2.9574 5.0885 -0.4766  0.471
H: -3.5714 5.0245 -2.8747  0.500
H: -3.2034 2.9569 -4.1790  0.493
H: -1.9313 1.1066 -3.1830  0.675
C: 2.4168 -4.3126 0.1211  -1.109
P: 2.3401 -2.8382 1.1826  0.636
C: 4.0096 -2.4785 1.8203  -1.157
C: 1.2503 -3.1114 2.6188  -1.113
O: 1.8077 -1.6496 0.3807  -0.447
H: 2.9426 -5.1115 0.6423  0.439
H: 2.9526 -4.0707 -0.7980  0.360
H: 1.4100 -4.6442 -0.1235  0.327
H: 4.1965 -3.1172 2.6803  0.432
H: 4.0553 -1.4366 2.1366  0.279
H: 4.7681 -2.6878 1.0700  0.365
H: 1.4228 -4.1102 3.0173  0.444
H: 0.2056 -3.0165 2.3270  0.323
H: 1.4903 -2.3762 3.3873  0.373

Values from the calculation:
* LUMO (alpha / beta): -16.293 / -16.289 eV
* total charge: +4
* relative energy (zero: lowest compared OMol25 entry of this formula, charge and spin): 2.791 eV



Entry from the OMol25 dataset: a cluster of 2 separate species, C5H11O3 in total at a distorted geometry (ωB97M-V/def2-TZVPD).

Each line ends with the Mulliken charge.
Element x y z (Å)
C: 1.1623 -0.7092 -1.5851  -0.251
O: 0.6644 0.4774 -2.1605  -0.564
C: 0.0659 -1.7103 -1.1251  -0.955
C: -0.3888 -1.5260 0.3029  -0.242
C: -0.9309 -0.1687 0.6782  -0.564
C: -0.7026 0.4137 1.8925  -0.448
O: -0.9849 1.5966 2.2700  -0.818
H: 1.8432 -1.2167 -2.2747  0.290
H: 1.7733 -0.4725 -0.6948  0.209
H: 0.4105 -2.7385 -1.2571  0.349
H: -0.8139 -1.5269 -1.7586  0.321
H: -1.0719 -2.3416 0.5886  0.302
H: 0.4920 -1.6810 0.9507  0.316
H: -1.3029 0.5475 -0.0576  0.473
H: -0.1087 0.7182 -1.6142  0.316
H: -0.1943 -0.2518 2.6148  0.261
H: -0.3752 3.0690 1.5748  0.431
H: 0.5649 3.6102 0.5157  0.272
O: -0.1024 3.9107 1.1396  -0.699

Values from the calculation:
* LUMO: 3.746 eV
* total charge: -1
* relative energy (zero: lowest compared OMol25 entry of this formula, charge and spin): 1.983 eV